Formula: C5H11NO
Source: the OMol25 dataset
Level of theory: the ωB97M-V functional and the def2-TZVPD basis

```
18
Properties=species:S:1:pos:R:3:forces:R:3
C 0.068303 1.338468 1.399443 0.6 1.6 -0.4
N 0.061263 -0.131480 1.176663 -1.0 1.4 1.0
C -1.252181 -0.485774 0.651060 0.1 2.7 0.8
C -1.183884 -0.339699 -0.880102 1.8 -1.4 -0.1
C 0.452490 -0.532881 -1.133735 -3.5 2.8 4.3
O 1.040396 0.687554 -1.417274 -1.9 3.3 -3.6
C 0.928250 -0.862677 0.324981 -0.3 -1.4 -1.6
H -0.643198 2.047388 0.580457 2.2 -2.1 2.0
H -0.496785 1.484723 2.440384 1.7 0.1 -2.1
H 1.242427 1.731181 1.338553 -3.4 -0.8 0.5
H -1.928566 0.185578 1.202446 -0.3 -0.3 -0.7
H -1.458885 -1.443091 0.999038 -0.6 -2.0 0.1
H -1.594995 -1.270251 -1.288513 -0.5 0.6 -0.4
H -1.636430 0.597700 -1.296010 0.6 -1.0 0.2
H 0.630646 -1.239255 -1.813083 0.8 -2.9 -2.9
H 0.398518 1.221627 -2.138341 2.7 -2.2 2.9
H 0.662702 -1.979571 0.565904 1.1 1.8 -0.5
H 1.994700 -0.620720 0.340831 -0.1 -0.2 0.6
```
Positions in Å, forces in eV/Å.

- Kohn-Sham gap: 9.08 eV
- SMILES: CN1CC[C@@H](O)C1
- Energy relative to the best compared isomer or geometry (same formula, charge and spin): 361.4 kJ/mol
- HOMO level: -8.26 eV
- Strongest force on any atom: 6.2 eV/Å

Formula: C11H22BeBr2Cl5F2GaLi2NaO2
Source: the OMol25 dataset
Level of theory: the ωB97M-V functional and the def2-TZVPD basis

```
49
Properties=species:S:1:pos:R:3:forces:R:3
C -1.287372 3.666403 4.263523 5.3 -2.9 -8.2
C -0.444240 3.159285 3.228794 -5.9 4.2 5.9
C 0.499072 2.866804 1.878851 -0.6 0.9 1.1
C 2.083265 2.734590 2.281612 -0.5 -0.4 -0.7
C 2.747119 1.386215 1.576792 0.5 2.9 -0.8
Ga 3.010997 -0.071651 3.024375 -0.1 -0.6 0.7
C 1.381365 -1.336525 3.274157 -1.3 -1.5 -0.4
C 0.964349 -2.177495 1.918972 -1.4 -0.2 1.8
C -0.166175 -1.337802 1.032811 0.8 0.2 0.3
F 2.156383 -2.579949 1.128074 -2.8 1.4 1.2
H -2.174399 4.246180 4.813419 2.6 -1.8 -1.3
H 0.345283 3.774972 1.119802 0.1 -2.0 1.9
H 0.124269 1.901398 1.326715 0.8 1.8 1.4
H 2.647171 3.695960 1.861672 -2.2 -2.2 0.0
H 2.211776 2.760388 3.444405 -0.3 -0.3 -1.9
H 2.185825 1.033369 0.612116 1.1 0.6 1.9
H 3.838042 1.725851 1.232123 -2.1 -1.4 0.7
H 4.337783 -0.956281 2.705392 0.0 0.2 -0.3
H 3.179765 0.714025 4.442584 0.0 0.0 -0.2
H 0.432684 -0.796767 3.708427 1.6 -1.1 -1.0
H 1.684781 -2.157856 4.082705 -0.5 1.8 -1.7
H 0.387611 -3.147582 2.307930 1.6 1.7 -1.4
H -1.056518 -1.086837 1.772327 2.0 -0.5 -1.5
H 0.359312 -0.348856 0.638280 -1.0 -1.7 0.7
H -0.575571 -1.958114 0.110884 1.1 0.5 1.7
C 1.333660 3.707292 -2.198472 -0.1 -0.4 -0.4
Cl 2.497455 4.592010 -1.179851 -0.2 -0.1 -0.2
Cl -0.326253 4.133767 -1.711306 0.2 0.0 0.0
Cl 1.583433 4.149079 -3.906311 -0.1 -0.1 0.6
Cl 1.580087 1.954335 -1.996305 0.1 0.5 0.0
O -3.226461 -0.393994 1.635932 0.2 -0.2 -0.8
H -3.344857 -0.162808 0.702390 -0.7 0.2 0.5
H -3.619217 -1.276724 1.710185 0.0 0.1 0.2
Na 4.014574 4.579229 2.507904 1.0 0.3 0.5
Li -1.500881 -0.512384 -0.449188 0.5 0.1 -0.1
F 3.838961 0.402119 -0.292097 0.0 -0.1 -0.6
Br -4.036008 -1.381249 -6.139646 -0.3 0.0 -0.5
C -3.247613 -2.983662 -5.356132 0.2 -0.6 0.1
C -2.939873 -2.781572 -3.890669 0.7 -0.5 -0.1
Br -1.329558 -1.708048 -3.648826 -0.4 0.2 0.4
H -2.366421 -3.231556 -5.954637 -0.1 -0.1 0.4
H -4.001698 -3.764763 -5.487488 0.2 0.1 0.0
H -2.719039 -3.737486 -3.407544 0.3 -0.3 -0.3
H -3.743075 -2.279890 -3.343588 0.5 0.2 0.1
Li -5.366066 -1.965950 -3.259823 -0.6 0.5 -0.4
O -1.018980 -5.219699 -4.399507 -1.6 -0.4 0.0
H -0.634530 -4.364867 -4.331065 1.0 1.1 0.1
Be -4.128853 0.748309 -4.500034 -0.1 0.0 0.6
Cl 3.828637 -4.211211 1.109336 0.3 0.0 0.1
```
Positions in Å, forces in eV/Å.

- Kohn-Sham gap: 1.76 eV
- Charge: +1
- HOMO level: -8.52 eV
- Strongest force on any atom: 10.1 eV/Å

Formula: C38H32BaCl3GeN3O2S6
Source: the OMol25 dataset
Level of theory: the ωB97M-V functional and the def2-TZVPD basis

```
86
Properties=species:S:1:pos:R:3:forces:R:3
Ba -0.989274 0.891960 0.916986 0.1 0.0 0.0
C -3.199124 -1.783222 4.477764 0.0 0.0 0.0
C -2.497903 -1.299558 3.361163 0.0 0.0 -0.1
N -1.853390 -0.158502 3.349731 -0.1 -0.1 0.2
C -1.847191 0.615550 4.468260 0.0 0.0 -0.1
C -2.532304 0.217346 5.641936 0.0 0.0 0.0
C -3.214290 -1.019707 5.608501 0.0 0.0 0.0
C -2.529405 1.046062 6.785968 0.0 0.0 0.0
C -1.860470 2.239836 6.723804 0.0 0.0 0.0
C -1.165800 2.648765 5.579063 0.0 0.0 0.0
C -1.121322 1.872815 4.416920 0.0 0.0 -0.1
N -0.546740 2.210104 3.240690 0.0 0.0 0.1
C 0.425087 3.166576 3.148782 0.0 0.0 0.0
C 1.394366 3.449054 4.104647 0.0 0.0 0.0
C 2.408737 4.395238 3.886344 0.0 0.0 0.0
C 2.491551 5.106693 2.722425 0.0 0.0 0.0
C 1.541437 4.857910 1.706152 0.0 0.0 0.0
C 1.574735 5.527784 0.461934 0.0 0.0 0.0
C 0.649377 5.243069 -0.495103 0.0 0.0 -0.1
C -0.305641 4.245649 -0.224224 0.0 0.0 0.0
N -0.366602 3.595582 0.912897 0.1 0.1 0.0
C 0.526823 3.893020 1.900914 0.0 0.0 0.0
H -3.717006 -2.731364 4.422881 0.0 0.0 0.0
H -2.479188 -1.881748 2.442409 0.0 0.0 0.0
H -3.752329 -1.343726 6.492328 0.0 0.0 0.0
H -3.062039 0.734400 7.675523 0.0 0.0 0.0
H -1.868169 2.899627 7.584556 0.0 0.0 0.0
H -0.679926 3.613482 5.579833 0.0 0.0 0.0
H 1.381522 2.897858 5.034996 0.0 0.0 0.0
H 3.144105 4.556474 4.666653 0.0 0.0 0.0
H 3.274863 5.834751 2.553419 0.0 0.0 0.0
H 2.359971 6.252112 0.279686 0.0 0.0 0.0
H 0.662349 5.726849 -1.461917 0.0 0.0 0.0
H -1.024408 3.959258 -0.986621 0.0 0.0 0.0
S -8.668332 2.431299 -1.825042 0.0 0.0 0.0
C -7.150346 2.132188 -1.275894 0.0 0.0 0.0
S -6.689027 2.231407 0.382389 0.0 0.0 0.0
C -4.999043 1.774005 0.233659 0.0 0.0 0.0
C -4.581889 1.506658 -1.089219 0.0 0.0 0.0
S -3.057563 1.046936 -1.614477 -0.1 0.0 0.0
S -5.834960 1.684179 -2.300270 0.0 0.0 0.0
S -4.083558 1.706027 1.626582 0.0 0.0 0.0
Cl 3.978203 3.097687 -0.973736 0.0 0.0 0.0
Ge 2.439971 1.647695 -0.199011 0.1 0.1 0.0
Cl 1.015895 1.722838 -2.063278 0.0 0.0 0.0
Cl 3.588830 -0.283662 -0.788345 0.0 0.0 0.0
O -0.235138 -1.188714 -0.620238 0.0 -0.1 -0.1
S 0.440946 -1.469785 -1.939341 -0.1 0.0 0.1
C -0.801389 -1.081928 -3.196936 0.0 0.0 0.0
C -0.359058 -1.541023 -4.553428 0.0 0.0 0.0
C 0.860824 -1.110287 -5.073645 0.0 0.0 0.0
C 1.293837 -1.571860 -6.306045 0.0 0.0 0.0
C 0.506790 -2.450136 -7.040327 0.0 0.0 0.0
C -0.717725 -2.863428 -6.537799 0.0 0.0 0.0
C -1.144007 -2.415637 -5.295100 0.0 0.0 0.0
C 0.422251 -3.284666 -2.085891 0.0 0.0 0.0
C 1.459218 -3.780160 -3.058103 0.0 0.0 0.0
C 1.111706 -4.653909 -4.080909 0.0 0.0 0.0
C 2.067897 -5.104811 -4.979436 0.0 0.0 0.0
C 3.383403 -4.680747 -4.865945 0.0 0.0 0.0
C 3.737220 -3.805288 -3.847821 0.0 0.0 0.0
C 2.782764 -3.357543 -2.948354 0.0 0.0 0.0
H -0.897465 0.002522 -3.141735 0.0 0.0 0.0
H -1.741113 -1.532757 -2.873908 0.0 0.0 0.0
H 1.468617 -0.416300 -4.502879 0.0 0.0 0.0
H 2.249148 -1.243488 -6.695314 0.0 0.0 0.0
H 0.847453 -2.807963 -8.003834 0.0 0.0 0.0
H -1.340988 -3.539384 -7.110012 0.0 0.0 0.0
H -2.098346 -2.742008 -4.897305 0.0 0.0 0.0
H -0.583618 -3.623892 -2.338290 0.0 0.0 0.0
H 0.649833 -3.600563 -1.065298 0.0 0.0 0.0
H 0.080303 -4.969206 -4.186928 0.0 0.0 0.0
H 1.779554 -5.777944 -5.777102 0.0 0.0 0.0
H 4.128659 -5.023705 -5.572546 0.0 0.0 0.0
H 4.758623 -3.458175 -3.756257 0.0 0.0 0.0
H 3.064499 -2.649677 -2.176199 0.0 0.0 0.0
C 3.385211 -0.903249 2.812700 0.0 0.0 0.0
C 2.081585 -1.248143 2.148543 0.0 0.0 0.0
C 1.980876 -2.593274 1.482760 0.0 0.0 0.0
O 1.155744 -0.466174 2.146846 -0.1 0.0 0.0
H 4.200890 -1.034848 2.100480 0.0 0.0 0.0
H 3.556123 -1.581210 3.653094 0.0 0.0 0.0
H 3.358483 0.124920 3.165773 0.0 0.0 0.0
H 2.352831 -3.379782 2.141675 0.0 0.0 0.0
H 2.621003 -2.568582 0.596656 0.0 0.0 0.0
H 0.951975 -2.784454 1.185743 0.0 0.0 0.0
```
Positions in Å, forces in eV/Å.

- 2S+1: 2
- Kohn-Sham gap (spin up / spin down): 6.09 / 4.80 eV
- Charge: -1
- Energy relative to the best compared isomer or geometry (same formula, charge and spin): 5.7 kJ/mol
- HOMO level (spin up / spin down): -4.17 / -4.17 eV
- Strongest force on any atom: 0.2 eV/Å
- <S²>: 0.772

Formula: C2H3N3O2S
Source: the OMol25 dataset
Level of theory: the ωB97M-V functional and the def2-TZVPD basis

```
11
Properties=species:S:1:pos:R:3:forces:R:3
O -2.517508 -0.950944 -0.048411 2.3 -2.0 -0.2
C -1.224982 -0.551795 -0.114042 -0.3 1.2 0.8
N -0.915021 0.810107 0.056988 -1.1 -1.1 -0.9
C 0.364544 0.795660 -0.083450 1.1 -0.5 0.5
O 1.172967 1.847690 -0.112521 -0.3 0.6 -0.1
N 0.867738 -0.468163 -0.186580 -0.2 0.2 -0.1
S 2.486345 -0.977812 -0.103799 -0.3 -0.3 0.2
N -0.210013 -1.353292 -0.244331 -0.3 0.1 0.1
H -3.070801 -0.208391 -0.051617 -1.1 1.9 0.0
H 0.600274 2.632673 -0.241836 0.4 -0.5 0.2
H 2.446460 -1.575731 1.129602 -0.1 0.4 -0.5
```
Positions in Å, forces in eV/Å.

- Kohn-Sham gap: 9.76 eV
- SMILES: Oc1nc(O)n(S)n1
- Energy relative to the best compared isomer or geometry (same formula, charge and spin): 21.2 kJ/mol
- HOMO level: -9.22 eV
- Strongest force on any atom: 3.0 eV/Å

Formula: CF2O3P
Source: the OMol25 dataset
Level of theory: the ωB97M-V functional and the def2-TZVPD basis

```
7
Properties=species:S:1:pos:R:3:forces:R:3
O 1.892776 0.105057 1.256864 -0.1 -0.2 -2.1
C 1.470941 -0.253892 0.170576 0.4 0.3 4.6
O 1.673455 -0.619451 -0.920948 0.9 -0.2 -2.3
O -0.219745 -0.522349 0.507035 -0.9 -0.3 -0.6
P -1.088216 -0.071084 -0.681826 -1.2 1.9 1.8
F -1.109249 1.614369 -0.300851 0.0 -1.3 -0.9
F -2.619962 -0.252650 -0.030850 0.9 -0.2 -0.5
```
Positions in Å, forces in eV/Å.

- Kohn-Sham gap: 9.97 eV
- Charge: -1
- SMILES: O=C([O-])OP(F)F
- Energy relative to the best compared isomer or geometry (same formula, charge and spin): 28.6 kJ/mol
- HOMO level: -5.69 eV
- Strongest force on any atom: 4.6 eV/Å

Formula: C9H10B2F2N6Nd
Source: the OMol25 dataset
Level of theory: the ωB97M-V functional and the def2-TZVPD basis

```
30
Properties=species:S:1:pos:R:3:forces:R:3
Nd 1.167183 1.247704 -1.253199 -1.2 0.4 0.8
C 2.420917 -1.111835 2.461288 0.0 0.0 0.0
C 2.740690 -0.222756 1.447767 -0.1 0.0 0.0
N 1.643959 0.093512 0.744942 0.1 -0.2 0.2
N 0.609153 -0.601907 1.289032 0.0 0.1 0.0
C 1.058116 -1.320571 2.319749 0.1 -0.1 0.1
B -0.850010 -0.504672 0.758809 0.0 0.1 -0.1
N -0.934941 -1.053437 -0.697890 -0.1 0.0 0.0
C -1.574461 -2.156044 -1.096972 -0.1 -0.1 0.0
C -1.417822 -2.305879 -2.465442 0.0 0.0 0.0
C -0.648274 -1.218229 -2.843931 -0.1 0.0 0.1
N -0.363646 -0.453700 -1.780685 -0.1 -0.4 -0.1
N -1.318933 0.973780 0.786257 0.0 0.0 0.0
C -2.339662 1.472655 1.493692 -0.1 0.0 0.0
C -2.441698 2.830044 1.246484 0.0 0.0 0.0
C -1.412808 3.091797 0.353459 0.0 0.0 0.0
N -0.732357 1.973124 0.070795 -0.3 0.3 0.3
H 3.082461 -1.538693 3.195610 -0.1 0.0 0.0
H 3.697142 0.205544 1.191263 0.0 0.0 0.0
H 0.388978 -1.941765 2.895102 0.0 0.1 -0.1
H -1.561419 -1.163433 1.458709 0.1 0.0 0.0
H -2.107228 -2.770339 -0.387359 0.1 0.1 0.0
H -1.809835 -3.087613 -3.093454 0.0 0.0 0.1
H -0.289234 -0.946221 -3.823919 0.0 0.0 0.0
H -2.936917 0.833723 2.124936 0.1 0.0 0.0
H -3.155351 3.524600 1.655638 0.0 -0.1 0.0
H -1.136647 4.031748 -0.101186 0.0 0.0 0.0
F 4.332145 1.146520 -3.153060 0.1 -0.1 -0.1
B 3.192593 1.161042 -2.533919 1.2 -0.1 -0.8
F 2.697903 -0.188699 -2.262517 0.5 0.1 -0.4
```
Positions in Å, forces in eV/Å.

- 2S+1: 4
- Kohn-Sham gap (spin up / spin down): 8.83 / 8.87 eV
- Charge: +1
- HOMO level (spin up / spin down): -12.41 / -12.31 eV
- Strongest force on any atom: 1.5 eV/Å
- <S²>: 3.756

- Among the records above, which one has the lowest strongest force on any atom?
  C38H32BaCl3GeN3O2S6

- Among the records above, which one has the lowest strongest force on any atom?
  C38H32BaCl3GeN3O2S6

- Number 3 is which compound?
  C38H32BaCl3GeN3O2S6

- Among the records above, which one has the highest strongest force on any atom?
  C11H22BeBr2Cl5F2GaLi2NaO2